{"formula": "C81H60BN2O13", "method": "ωB97M-V/def2-TZVPD", "homo_ev": -10.553, "homo_lumo_gap_ev": 7.93, "lumo_energy_ev": -2.626, "charge": 1, "species": ["C", "C", "N", "C", "C", "C", "C", "C", "N", "O", "C", "B", "O", "O", "C", "C", "C", "H", "H", "H", "H", "H", "H", "H", "H", "H", "H", "H", "H", "H", "H", "H", "H", "H", "H", "H", "H", "C", "C", "C", "C", "C", "C", "C", "O", "C", "C", "C", "C", "C", "C", "C", "O", "H", "H", "H", "H", "H", "H", "H", "H", "C", "C", "C", "C", "C", "C", "C", "O", "C", "C", "C", "C", "C", "C", "C", "O", "H", "H", "H", "H", "H", "H", "H", "H", "C", "C", "C", "C", "C", "C", "C", "O", "C", "C", "C", "C", "C", "C", "C", "O", "H", "H", "H", "H", "H", "H", "H", "H", "C", "C", "C", "C", "C", "C", "C", "O", "C", "C", "C", "C", "C", "C", "C", "O", "H", "H", "H", "H", "H", "H", "H", "H", "C", "C", "C", "C", "C", "C", "C", "O", "C", "C", "C", "C", "C", "C", "C", "O", "H", "H", "H", "H", "H", "H", "H", "H"], "xyz": [[-1.571, 4.075, 0.862], [-0.585, 3.616, 1.331], [0.539, 3.045, 1.913], [1.528, 2.649, 0.866], [2.587, 1.647, 1.376], [3.948, 2.261, 1.118], [4.167, 3.533, 1.875], [5.227, 4.465, 1.329], [3.503, 3.839, 2.900], [2.507, 1.338, 2.743], [1.218, 0.991, 3.232], [0.831, -0.563, 3.165], [1.569, -1.506, 2.558], [-0.363, -0.916, 3.738], [-0.220, -0.963, 5.179], [-1.033, 0.132, 5.819], [0.065, 1.786, 2.597], [-2.567, 4.202, 0.558], [0.976, 3.688, 2.584], [1.985, 3.510, 0.407], [0.962, 2.175, 0.076], [2.520, 0.730, 0.787], [3.987, 2.506, 0.059], [4.727, 1.528, 1.271], [6.212, 4.224, 1.718], [5.003, 5.470, 1.649], [5.291, 4.411, 0.250], [3.801, 4.740, 3.264], [1.223, 1.254, 4.285], [2.289, -1.109, 2.057], [-0.515, -1.937, 5.539], [0.828, -0.819, 5.443], [-2.070, 0.092, 5.509], [-0.653, 1.095, 5.485], [-0.951, 0.110, 6.899], [-0.381, 1.196, 1.807], [-0.710, 2.001, 3.317], [-8.851, -2.629, 3.488], [-8.284, -1.933, 4.551], [-7.024, -1.375, 4.424], [-6.319, -1.519, 3.236], [-6.879, -2.237, 2.175], [-8.150, -2.781, 2.304], [-6.123, -2.443, 0.909], [-6.609, -3.060, -0.014], [-4.748, -1.877, 0.807], [-3.999, -2.102, -0.342], [-2.726, -1.571, -0.453], [-2.199, -0.805, 0.582], [-2.939, -0.581, 1.731], [-4.210, -1.123, 1.850], [-4.974, -0.899, 3.108], [-4.503, -0.228, 4.007], [-9.839, -3.056, 3.588], [-8.830, -1.825, 5.479], [-6.585, -0.829, 5.248], [-8.587, -3.326, 1.479], [-4.407, -2.695, -1.149], [-2.144, -1.754, -1.347], [-1.202, -0.389, 0.489], [-2.529, 0.007, 2.540], [-8.328, -5.451, -4.671], [-7.762, -4.760, -3.606], [-6.503, -4.200, -3.731], [-5.797, -4.337, -4.920], [-6.357, -5.051, -5.982], [-7.627, -5.597, -5.857], [-5.601, -5.251, -7.248], [-6.087, -5.866, -8.175], [-4.228, -4.684, -7.348], [-3.485, -4.907, -8.498], [-2.213, -4.375, -8.618], [-1.679, -3.610, -7.585], [-2.413, -3.390, -6.432], [-3.686, -3.932, -6.304], [-4.451, -3.714, -5.046], [-3.986, -3.046, -4.142], [-9.316, -5.881, -4.574], [-8.306, -4.656, -2.676], [-6.069, -3.658, -2.902], [-8.063, -6.139, -6.684], [-3.900, -5.499, -9.301], [-1.637, -4.553, -9.516], [-0.687, -3.189, -7.682], [-1.998, -2.799, -5.627], [11.731, 7.074, 5.921], [10.836, 6.040, 5.664], [9.900, 6.167, 4.653], [9.846, 7.333, 3.899], [10.731, 8.379, 4.171], [11.679, 8.240, 5.177], [10.662, 9.655, 3.407], [11.433, 10.561, 3.639], [9.618, 9.792, 2.354], [9.501, 10.992, 1.666], [8.544, 11.132, 0.675], [7.704, 10.068, 0.361], [7.813, 8.871, 1.048], [8.763, 8.730, 2.052], [8.846, 7.448, 2.803], [8.111, 6.517, 2.532], [12.468, 6.969, 6.706], [10.872, 5.134, 6.255], [9.207, 5.363, 4.449], [12.370, 9.046, 5.378], [10.157, 11.817, 1.908], [8.452, 12.069, 0.143], [6.962, 10.177, -0.419], [7.159, 8.045, 0.807], [0.131, -0.943, 14.446], [-0.406, -1.535, 13.308], [0.045, -1.165, 12.053], [1.029, -0.192, 11.929], [1.553, 0.418, 13.072], [1.107, 0.032, 14.329], [2.575, 1.495, 12.961], [3.035, 2.023, 13.950], [3.015, 1.914, 11.600], [3.927, 2.954, 11.471], [4.356, 3.346, 10.215], [3.881, 2.695, 9.081], [2.967, 1.663, 9.203], [2.524, 1.274, 10.461], [1.517, 0.183, 10.575], [1.100, -0.384, 9.583], [-0.217, -1.240, 15.426], [-1.177, -2.289, 13.402], [-0.368, -1.629, 11.168], [1.522, 0.496, 15.212], [4.298, 3.455, 12.354], [5.063, 4.159, 10.117], [4.223, 2.999, 8.099], [2.594, 1.158, 8.323], [-6.851, -6.990, -13.311], [-6.277, -6.302, -12.246], [-5.018, -5.744, -12.381], [-4.320, -5.879, -13.572], [-4.886, -6.588, -14.634], [-6.157, -7.133, -14.501], [-4.137, -6.784, -15.905], [-4.629, -7.395, -16.830], [-2.763, -6.217, -16.009], [-2.024, -6.435, -17.165], [-0.751, -5.905, -17.282], [-0.212, -5.147, -16.248], [-0.941, -4.931, -15.091], [-2.214, -5.472, -14.963], [-2.973, -5.259, -13.701], [-2.502, -4.600, -12.794], [-7.839, -7.419, -13.209], [-6.814, -6.201, -11.311], [-4.576, -5.204, -11.555], [-6.600, -7.671, -15.328], [-2.446, -7.021, -17.970], [-0.176, -6.079, -18.182], [0.781, -4.728, -16.344], [-0.522, -4.346, -14.285]], "atomic_forces_ev_per_a": [[-0.3241, -0.5514, 0.1509], [0.4984, 0.5673, 0.2004], [-0.0572, -0.2463, 0.1023], [0.1546, -0.7746, -0.4654], [0.5099, 0.1473, 0.2349], [-0.5899, -0.1003, -0.1789], [1.3295, 0.7128, -0.3721], [-0.0283, -0.4765, 0.0926], [-1.1683, 0.0555, 0.5024], [-0.3064, 0.0083, -0.1565], [-0.0810, -0.1185, 0.0986], [-0.5759, -0.0169, 0.0935], [0.2267, 0.1781, -0.5378], [0.2321, -0.1455, 0.3396], [-0.2242, 0.5150, 0.1793], [0.0240, 0.1990, -0.3089], [0.4856, -0.9472, 0.0181], [-0.5932, 0.6012, -0.4572], [0.3743, -0.0931, 0.1202], [-0.0052, 0.5474, 0.3060], [-0.4339, -0.0877, -0.0574], [-0.2538, -0.0933, -0.2333], [0.1108, -0.0333, -0.2716], [0.3730, -0.0770, 0.3106], [0.1965, -0.1532, 0.1054], [0.0153, 0.3983, -0.0342], [-0.0103, 0.0922, -0.2381], [0.0488, 0.1090, 0.0001], [0.2733, 0.1255, 0.2870], [0.3465, -0.2346, 0.1288], [-0.1034, -0.3585, -0.1273], [0.2069, -0.1692, 0.1220], [-0.2739, -0.1999, 0.0525], [0.1011, 0.2756, 0.0562], [-0.0410, -0.0972, 0.2452], [-0.2912, 0.1495, -0.3615], [-0.1201, 0.3277, 0.1380], [0.0373, 0.0351, 0.0486], [-0.0215, -0.0275, -0.0608], [-0.1056, 0.0018, 0.1149], [0.0067, -0.0708, -0.1266], [0.1197, 0.0857, 0.0712], [-0.1360, -0.0520, 0.0493], [-0.1511, -0.1496, -0.1805], [0.0164, 0.0033, -0.0389], [0.0692, 0.0445, 0.0926], [0.0417, -0.0518, -0.1339], [0.1018, 0.0690, 0.0199], [-0.1595, -0.0425, 0.0053], [0.2886, 0.1367, -0.1576], [-0.1562, -0.0469, -0.0237], [0.0707, 0.1480, 0.2676], [0.0218, -0.0119, -0.0410], [-0.0011, -0.0021, 0.0006], [-0.0063, 0.0055, -0.0018], [0.0902, 0.0352, -0.0666], [0.1016, 0.0040, -0.0613], [-0.0785, 0.0148, 0.0260], [-0.0327, -0.0139, -0.0179], [0.0277, -0.0561, -0.0350], [-0.1072, -0.0920, 0.1152], [0.0414, 0.0345, 0.0455], [-0.0492, -0.0339, -0.0507], [-0.0613, 0.0255, 0.1265], [0.0004, -0.0705, -0.1181], [0.1014, 0.0762, 0.0768], [-0.1440, -0.0534, 0.0557], [-0.1407, -0.1528, -0.2297], [0.0099, 0.0363, 0.0093], [0.0017, 0.0410, 0.1309], [0.1328, -0.0099, -0.1748], [0.0669, 0.0489, 0.0411], [-0.0604, -0.0395, -0.0155], [0.1530, 0.0255, -0.0814], [-0.0918, -0.0487, -0.0310], [0.0772, 0.1449, 0.2147], [0.0245, -0.0111, 0.0343], [-0.0014, -0.0028, -0.0014], [0.0134, 0.0154, 0.0080], [0.0581, 0.0303, -0.0465], [0.1062, 0.0052, -0.0635], [-0.1045, -0.0233, 0.0667], [-0.0283, 0.0147, -0.0219], [0.0027, -0.0016, -0.0054], [-0.0982, -0.0225, 0.0734], [-0.0492, -0.0436, -0.0167], [0.0316, 0.0490, -0.0030], [0.0450, -0.1060, 0.1056], [0.0352, 0.1225, -0.0161], [-0.1133, -0.0823, -0.0639], [0.0917, -0.0456, 0.1288], [0.2068, 0.2162, 0.0623], [-0.0282, -0.0203, -0.0065], [-0.0868, -0.1229, 0.0022], [-0.0349, 0.1315, -0.1001], [-0.0351, -0.0622, -0.0118], [0.0329, 0.0305, 0.0232], [-0.0915, 0.0834, -0.1080], [0.0925, 0.0321, 0.0693], [-0.1351, -0.2024, -0.0449], [-0.0730, -0.0092, -0.0087], [0.0018, 0.0004, 0.0009], [0.0115, -0.0041, -0.0039], [-0.0353, 0.0517, -0.0997], [-0.0580, 0.0744, -0.0803], [0.0704, -0.0749, 0.0782], [0.0051, -0.0001, -0.0047], [0.0034, 0.0062, -0.0041], [0.0507, -0.0688, 0.0839], [-0.0226, -0.0221, -0.0638], [0.0374, 0.0335, 0.0461], [-0.1059, -0.1067, 0.0507], [0.0782, 0.1007, 0.0675], [-0.0180, -0.0272, -0.1552], [-0.0792, -0.0604, 0.1304], [0.0927, 0.0958, 0.2733], [-0.0051, 0.0012, -0.0382], [-0.0760, -0.0672, -0.1081], [0.1140, 0.1212, -0.0493], [-0.0255, -0.0395, -0.0535], [0.0014, 0.0156, 0.0590], [0.0801, 0.1048, -0.1239], [0.0043, 0.0114, 0.1262], [-0.1173, -0.1547, -0.1974], [-0.0109, 0.0491, -0.0476], [-0.0003, 0.0000, 0.0020], [0.0058, -0.0082, 0.0032], [0.0833, 0.0494, -0.0685], [0.0634, 0.0798, -0.0674], [-0.0586, -0.0876, 0.0778], [0.0063, -0.0024, 0.0043], [0.0091, 0.0004, 0.0024], [-0.0752, -0.0796, 0.0723], [0.0609, 0.0382, 0.0291], [-0.0649, -0.0308, -0.0412], [-0.1319, -0.0094, 0.1681], [0.0301, -0.0508, -0.1294], [0.0914, 0.0691, 0.0636], [-0.1481, -0.0548, 0.0691], [-0.1359, -0.1462, -0.2175], [0.0201, 0.0155, 0.0216], [0.0280, 0.0591, 0.1380], [0.1153, -0.0066, -0.1290], [0.0149, 0.0432, 0.0604], [-0.0364, -0.0372, -0.0405], [0.1549, 0.0346, -0.0567], [-0.1002, -0.0657, -0.0628], [0.1071, 0.1549, 0.2316], [0.0059, -0.0501, -0.0113], [-0.0016, -0.0027, -0.0004], [0.0207, 0.0022, 0.0118], [0.0847, 0.0609, -0.0805], [0.1062, 0.0069, -0.0665], [-0.1150, -0.0045, 0.0594], [-0.0017, 0.0035, -0.0043], [0.0019, -0.0005, -0.0023], [-0.0989, -0.0215, 0.0720]]}